10 unconnected molecules or ions with the total composition C56H72BF10N4O30S in a non-equilibrium geometry. Source: the Open Molecules 2025 dataset; level of theory: wB97M-V/def2-TZVPD.

Each line ends with the Löwdin charge.
Atoms and positions in Å:
1 S 1.7850 6.6999 4.5894  0.850
2 F 13.1653 -3.5312 -1.5102  0.081
3 F -4.1280 -2.7282 -12.9084  0.077
4 F 1.0279 -5.7953 9.6484  0.067
5 F -0.8991 -8.9799 8.9715  0.076
6 F 2.1948 3.1310 -10.7972  0.079
7 F 11.1625 0.7485 -0.5974  0.082
8 F -0.5069 2.6439 -5.8025  0.075
9 F -4.2325 -4.4824 -9.2243  0.081
10 F 6.0579 1.7674 2.0894  0.072
11 F -2.4869 -0.4890 -1.2932  -0.080
12 O -3.2672 -7.7813 12.5236  0.165
13 O 11.9829 -4.2396 1.6202  0.085
14 O -2.1258 0.8482 2.7537  -0.074
15 O 10.8210 -2.3346 2.0577  0.167
16 O -3.7586 0.6434 1.1548  -0.053
17 O 8.9234 0.8386 -0.7084  0.145
18 O -4.3811 -1.0672 -9.3400  0.079
19 O 4.4182 2.8236 -0.7216  0.067
20 O 8.5631 -1.0132 -1.9511  0.089
21 O -0.2072 -4.1172 5.7334  0.148
22 O 2.2123 1.0209 -10.0352  0.145
23 O 2.4201 1.7714 -0.4471  0.146
24 O -2.4221 -0.6082 -10.4001  0.134
25 O -2.4439 -0.1651 -6.0616  0.072
26 O -2.1052 -9.6880 12.0930  0.077
27 O -3.1508 -3.5633 -14.7477  0.142
28 O 12.0436 -2.5246 0.1521  0.112
29 O -1.1435 6.7469 4.5523  -0.099
30 O -2.3581 1.7625 -4.8886  0.139
31 O -4.1595 0.3940 -4.6770  0.144
32 O -1.4467 -5.0034 7.4208  0.081
33 O 1.6822 -0.7475 -8.7107  0.162
34 O -2.9476 -2.7422 -9.8220  0.132
35 O 6.8292 0.3774 -1.4630  0.151
36 O 0.3443 1.0905 -8.7683  0.029
37 O -2.0965 -3.5631 -16.7605  0.156
38 O -2.0316 -7.9720 10.6263  0.125
39 O 4.1257 1.4002 1.0071  0.146
40 O 0.7816 -4.7420 7.6818  0.143
41 O -2.0873 -1.7011 -15.4543  0.074
42 N -0.3006 8.3961 3.1666  -0.050
43 N -0.0523 -2.5868 2.7110  0.049
44 N -1.6702 8.5447 3.0342  -0.010
45 N -4.9267 3.9485 4.6483  -0.015
46 C -6.3080 3.8147 4.2145  -0.196
47 C -2.7605 -1.3732 -14.2508  -0.071
48 C -2.2159 7.5150 3.9369  -0.049
49 C 0.2379 2.1973 4.4998  -0.036
50 C 0.1211 7.3123 4.0598  -0.487
51 C 5.5812 2.8928 0.0850  -0.076
52 C 0.4935 2.3634 -9.3741  -0.063
53 C 2.1679 6.3691 1.6872  -0.237
54 C -0.1785 -1.2288 2.6699  -0.170
55 C 2.7411 5.9783 3.1597  -0.483
56 C -4.2877 1.1871 -1.5849  -0.141
57 C -0.9692 -8.8493 10.3169  -0.333
58 C 12.6971 -4.6840 0.4797  -0.068
59 C -0.2829 -4.5814 6.8443  -0.512
60 C -2.5355 -8.4233 11.8099  -0.512
61 C -1.2911 0.5404 -6.4890  -0.080
62 C 11.5489 -2.9765 1.3395  -0.506
63 C -1.0921 -5.5960 8.6579  -0.076
64 C -4.4587 -1.2201 4.5975  -0.197
65 C -6.1994 1.5091 2.7803  0.014
66 C -0.4521 2.5823 3.2727  -0.137
67 C -3.8411 -0.9913 7.2062  -0.116
68 C 13.1050 -3.4002 -0.1646  -0.320
69 C -5.1804 -0.2079 -1.5557  -0.122
70 C -0.1779 1.8872 1.8052  -0.066
71 C -1.3837 -10.1328 10.9575  -0.071
72 C 3.5524 1.9807 -0.0840  -0.525
73 C -2.9848 -2.7137 -13.6328  -0.327
74 C 10.0417 -0.0093 -0.5548  -0.325
75 C -3.8708 -3.2275 -8.8700  -0.320
76 C -3.0846 0.6435 -5.1667  -0.503
77 C -3.1837 -1.4034 -9.9007  -0.524
78 C -1.9836 -1.7194 5.5151  -0.092
79 C -7.0261 2.7223 3.3675  -0.084
80 C 0.2210 -4.9523 8.9590  -0.321
81 C -3.3091 -0.7898 5.6590  -0.357
82 C -2.7576 0.9211 -1.0253  -0.162
83 C -4.0185 -1.0321 3.0304  -0.082
84 C -1.1794 5.0633 0.4897  -0.194
85 C -1.0561 1.4877 -5.3593  -0.312
86 C 9.9608 -0.9080 -1.7410  -0.069
87 C -1.4056 0.8821 1.4504  -0.269
88 C -4.2080 2.8177 4.0808  -0.092
89 C 8.0016 0.0948 -1.3831  -0.491
90 C -2.4187 -2.9934 -15.7457  -0.518
91 C 0.3371 5.2952 -0.0386  -0.198
92 C 1.4022 2.0691 -10.5217  -0.325
93 C -5.0210 -2.2839 -8.9943  -0.064
94 C -2.6382 1.3727 0.5183  -0.239
95 C -4.6736 1.6318 3.1799  -0.001
96 C -0.8110 -0.6167 1.3203  -0.084
97 C 5.5124 1.6177 0.8579  -0.331
98 C 1.4372 0.3571 -9.1325  -0.507
99 C 1.4932 5.0316 1.0679  -0.208
100 C -1.9929 3.8909 -0.3418  -0.172
101 C -2.8953 2.9920 0.6632  -0.076
102 B -3.5805 0.5070 2.6428  -0.867
103 H -1.0920 -0.9824 5.3143  0.071
104 H 2.3746 4.3660 0.6722  0.108
105 H -5.5792 -2.1826 -8.0612  0.150
106 H -4.0016 3.2878 0.4959  0.124
107 H -1.6952 -2.3008 6.4743  0.050
108 H -3.5047 -2.0179 7.6311  0.059
109 H -1.8432 -5.3868 9.4225  0.147
110 H -0.4715 2.7589 -9.6981  0.149
111 H 0.0083 -0.5752 0.4783  0.130
112 H -6.6471 0.6681 2.1348  0.105
113 H -0.5293 -10.7464 11.2513  0.145
114 H -3.6952 -0.8552 -14.4870  0.150
115 H 0.8871 1.7442 -11.4311  0.177
116 H -2.1479 -0.7227 -13.6230  0.141
117 H 0.0788 2.6571 0.9850  0.091
118 H -4.6859 -2.3543 4.8102  0.113
119 H 0.4158 1.1196 4.8682  0.042
120 H 0.9342 3.0590 -8.6533  0.152
121 H -0.4500 1.0762 -4.5460  0.183
122 H -4.2512 1.4946 -2.7154  0.086
123 H -2.6392 3.3284 1.7530  0.103
124 H 1.4972 7.3079 1.6679  0.091
125 H -1.0120 -6.6796 8.5313  0.123
126 H 6.4816 2.9590 -0.5293  0.135
127 H 10.4033 -1.8875 -1.5511  0.128
128 H 0.5138 6.3793 -0.4514  0.111
129 H 0.1425 -3.9974 9.4881  0.178
130 H -2.5865 4.4313 -1.1744  0.112
131 H -4.9864 -0.8194 7.2487  0.070
132 H -4.8795 1.9380 -0.9411  0.102
133 H -1.1432 3.2486 -0.8367  0.095
134 H 0.3974 -2.8161 3.6197  0.006
135 H -1.7225 6.0980 0.3879  0.111
136 H -1.5077 1.0515 -7.4311  0.133
137 H -6.3182 0.0382 -1.4005  0.074
138 H 3.8435 6.3690 3.2611  0.084
139 H -5.7161 -2.5676 -9.7907  0.148
140 H 2.8031 4.8278 3.3490  0.085
141 H -4.9685 -1.3080 2.3971  0.105
142 H -2.1517 -3.0705 -13.0192  0.180
143 H 3.1140 6.5977 1.0297  0.112
144 H -2.0425 -10.7299 10.3194  0.150
145 H -1.1176 4.8435 1.6243  0.081
146 H -2.0906 -2.4550 4.6119  0.083
147 H -3.0666 2.8060 4.3565  0.099
148 H 0.8007 1.2590 1.9672  0.116
149 H -5.0392 -0.8500 -2.5038  0.054
150 H -3.3024 -0.1460 7.8183  0.077
151 H 12.0346 -5.2825 -0.1532  0.151
152 H 5.5266 3.7787 0.7257  0.144
153 H -3.2138 -1.8293 2.7358  0.100
154 H 0.5745 3.0846 5.1892  0.051
155 H -5.4795 -0.6761 4.8007  0.107
156 H 14.0465 -2.9878 0.2113  0.180
157 H -0.4507 -0.1393 -6.6442  0.141
158 H 13.5544 -5.2961 0.7677  0.146
159 H 1.0222 4.4457 1.9448  0.082
160 H 10.4298 -0.4771 -2.6311  0.152
161 H -8.1663 2.7987 3.1663  0.072
162 H 0.5721 4.5758 -0.9352  0.107
163 H -6.9943 4.6967 4.5765  0.080
164 H 0.2081 -0.6008 3.5560  0.092
165 H -0.0297 -8.4387 10.6999  0.177
166 H -3.4052 -3.2406 -7.8796  0.182
167 H 9.9799 -0.5284 0.4069  0.163
168 H -2.0727 1.5265 -1.7605  0.134
169 H -1.2065 3.4742 3.3771  0.090
170 H -4.8989 -0.8852 -0.6442  0.077
171 H -3.3564 7.3729 4.0939  0.143
172 H -1.6101 -1.3646 0.9263  0.126
173 H 5.9664 0.7610 0.3517  0.142
174 H -2.9872 0.3237 5.5762  0.126

Forces on the atoms, in the same order (eV/Å):
-1.69 0.74 -0.41
0.13 0.14 -0.16
-0.12 -0.11 0.25
0.28 -0.11 0.32
0.15 0.06 -0.18
0.08 0.08 -0.23
0.15 0.11 0.15
0.20 0.26 0.01
0.09 -0.19 0.06
0.18 -0.05 0.33
0.07 2.02 0.73
1.25 -1.15 -1.28
-0.21 0.94 -0.14
0.32 0.14 -0.28
1.16 -1.04 -1.36
1.52 0.90 -1.82
-0.57 -0.69 -0.23
1.03 -0.11 -0.43
-0.49 -0.49 0.32
-0.57 0.81 0.48
0.08 -1.12 2.03
-0.75 -0.25 0.17
1.88 0.44 0.55
-1.11 -1.15 0.55
-0.40 0.38 0.62
-0.17 0.80 -0.13
0.64 0.42 -0.19
0.21 -0.32 0.63
-0.66 2.50 -2.14
0.02 -0.79 -0.10
1.78 0.38 -1.21
0.73 0.32 -0.25
-0.44 1.90 -0.61
-0.09 0.85 0.27
2.00 -0.48 -0.16
0.87 -0.46 -0.47
-0.59 1.00 1.68
0.23 -0.37 0.66
0.00 0.27 -0.80
-0.60 0.23 0.23
-0.11 -0.85 -0.18
1.54 -2.94 2.27
-0.11 5.02 0.45
0.26 -5.51 4.95
-2.74 -4.87 -4.09
-0.39 -0.57 -0.39
0.20 1.13 0.31
3.61 2.20 -2.19
-1.38 1.74 -2.08
-4.56 2.77 -2.88
0.73 0.70 -0.47
-0.86 0.77 0.32
1.09 -0.97 -0.42
0.21 -3.47 -0.87
0.79 -0.19 -1.10
-0.56 -1.43 -0.27
0.14 0.16 -0.67
0.32 -1.08 0.14
-0.21 0.88 -2.81
-1.77 1.14 1.70
0.50 -0.60 -0.73
-1.65 0.87 1.83
-0.97 -0.34 0.47
0.14 -0.67 -0.02
1.99 4.47 3.18
1.69 -0.74 1.75
0.53 1.07 -0.53
0.19 0.12 -0.77
-0.12 -0.22 0.88
-0.06 -0.65 1.27
0.31 -1.08 0.14
-2.35 -0.32 -0.75
-0.46 -0.25 0.47
0.66 0.38 0.43
-0.03 -0.82 0.01
-2.33 -0.65 0.91
0.91 1.48 -0.79
0.39 0.90 -0.69
3.23 -0.88 0.12
0.47 -0.08 0.06
-0.20 -0.75 1.05
-1.05 1.05 -1.32
-0.94 -1.28 0.89
0.18 0.88 -0.25
0.23 0.51 0.16
0.56 -0.91 -0.59
-0.34 -0.37 2.72
-0.80 -0.32 -0.30
-1.99 0.25 -0.52
0.66 -0.93 -2.24
1.06 -0.09 -0.75
0.53 0.41 -0.30
-1.10 0.15 0.48
-1.63 -1.14 0.41
-2.69 2.35 1.85
0.13 -0.01 -1.25
0.21 -0.41 0.67
0.41 -2.23 1.06
-0.18 0.00 0.51
1.38 0.52 0.67
0.41 0.54 -0.19
0.09 0.00 -1.76
-1.51 -1.62 0.17
-1.78 1.22 0.55
0.17 0.20 -0.11
1.76 -0.96 0.36
-0.83 0.99 -1.58
-0.89 1.69 -0.74
-0.01 0.05 -0.24
0.03 -0.23 0.12
-1.24 -0.26 1.63
0.92 1.55 1.19
-0.17 0.12 0.15
-0.05 -0.23 0.14
0.15 0.12 -0.02
0.04 -0.11 -0.19
-0.59 -1.09 1.45
0.44 1.91 -0.32
0.51 1.87 -1.27
0.15 -0.04 -0.21
0.03 0.21 -0.04
-0.01 -0.26 2.41
-0.53 -0.93 -2.00
0.97 -1.67 0.29
0.22 0.18 0.04
-0.25 -0.07 -0.09
-0.27 0.11 -0.06
-0.53 -1.95 0.73
0.16 -0.14 0.08
0.83 -1.17 1.29
1.91 -0.42 0.16
1.32 -1.05 -1.09
-1.76 1.10 0.81
-0.40 0.11 -0.58
0.79 -2.01 0.24
0.02 0.08 0.29
2.13 -0.32 -0.55
-2.23 -0.44 0.13
0.21 -0.18 0.02
-0.39 2.05 -0.59
1.62 0.47 1.04
-0.20 -0.02 0.09
-1.80 -0.20 1.19
0.10 0.22 -0.14
-0.24 0.16 -1.88
0.37 1.39 1.83
-2.37 -0.08 -0.60
-1.88 1.16 -0.42
-0.25 1.24 1.43
-1.15 -1.69 -0.82
0.10 0.22 -0.13
-0.01 -0.21 0.17
-1.30 1.45 0.59
-1.55 -1.95 -0.76
2.06 -0.69 -0.31
-0.05 0.03 -0.20
-0.25 -0.05 0.02
-0.18 0.11 0.15
0.72 0.87 -1.34
0.04 0.16 0.21
2.22 0.07 0.49
-0.61 1.30 1.59
1.36 -1.86 -0.72
-0.81 -0.67 -1.71
-0.03 0.03 -0.22
-0.02 -0.15 -0.11
0.15 0.15 -0.01
-0.88 -1.27 1.64
2.16 -1.20 -0.54
-0.34 1.49 -1.65
2.55 -0.27 0.11
1.33 1.39 0.90
-0.12 0.25 0.34
-0.77 -1.91 -0.23

Its max |F| is 7.4 eV/Å. Its charge is -1. Its HOMO energy is -0.1789 hartree. The energy comes out at -6074.62801 Eh.